{
  "formula": "C2H2F2LiORb",
  "method": "wB97M-V/def2-TZVPD",
  "e_lumo_ev": -7.424,
  "de_lowest_kcal_mol": 0.0,
  "orbital_gap_ev": 11.401,
  "spin_multiplicity": 1,
  "charge": 2,
  "e_homo_ev": -18.8,
  "species": ["F", "O", "C", "C", "Rb", "H", "H", "F", "Li"],
  "positions_angstrom": [[-0.24723, 0.35149, 0.57585], [-0.98293, 3.62538, 0.80211], [-0.86701, 2.51640, 1.26428], [0.24864, 1.62687, 0.71505], [0.50149, -3.32420, -0.49221], [-1.38626, 2.18310, 2.17896], [1.14280, 1.58059, 1.35018], [0.54405, 2.07266, -0.53509], [-0.33619, 4.09048, -1.00146]]
}


{
  "formula": "C2H2F2N2",
  "method": "wB97M-V/def2-TZVPD",
  "e_lumo_ev": 0.873,
  "de_lowest_kcal_mol": 29.0,
  "orbital_gap_ev": 11.176,
  "spin_multiplicity": 1,
  "e_homo_ev": -10.3,
  "species": ["H", "N", "C", "N", "C", "F", "F", "H"],
  "positions_angstrom": [[-2.17085, 1.15479, -0.50982], [-1.16353, 1.28206, -0.55730], [-0.40432, 0.44577, -0.16856], [-0.16760, -0.81096, 0.36575], [0.95342, -0.10260, 0.00191], [1.71843, 0.33941, 0.97397], [1.74883, -0.69002, -0.97341], [-0.51438, -1.61845, 0.86747]]
}


{
  "formula": "C2H2F2O",
  "method": "wB97M-V/def2-TZVPD",
  "e_lumo_ev": 0.483,
  "de_lowest_kcal_mol": 58.6,
  "orbital_gap_ev": 11.046,
  "spin_multiplicity": 1,
  "e_homo_ev": -10.6,
  "species": ["C", "C", "O", "F", "F", "H", "H"],
  "positions_angstrom": [[1.42448, -0.60853, 0.36420], [-1.80517, 0.70505, -1.03587], [0.40342, -0.42463, -0.25333], [-1.36652, 1.77738, -0.42244], [-2.48481, 0.02537, -0.10698], [1.67373, -1.58290, 0.67726], [2.15488, 0.10826, 0.77717]]
}


{
  "formula": "C2H2F2O3S",
  "method": "wB97M-V/def2-TZVPD",
  "e_lumo_ev": -0.483,
  "de_lowest_kcal_mol": 0.0,
  "orbital_gap_ev": 10.832,
  "spin_multiplicity": 1,
  "e_homo_ev": -11.3,
  "species": ["O", "C", "C", "F", "S", "O", "O", "F", "H", "H"],
  "positions_angstrom": [[-0.53872, 2.01285, -0.96184], [-0.34109, 0.90088, -0.58948], [0.54753, 0.54187, 0.61857], [0.93427, 1.52041, 1.41454], [2.05729, 0.06731, -0.35921], [2.97337, 1.08899, -0.70100], [1.85964, -0.94234, -1.34865], [2.71077, -0.66081, 0.98973], [-0.71242, -0.11006, -1.00933], [0.19360, -0.29646, 1.09476]]
}


{
  "formula": "C2H2F3I",
  "method": "wB97M-V/def2-TZVPD",
  "e_lumo_ev": [-0.413, 0.154],
  "de_lowest_kcal_mol": 101.3,
  "orbital_gap_ev": [8.399, 8.677],
  "spin_multiplicity": 1,
  "e_homo_ev": [-8.8, -8.5],
  "species": ["C", "C", "F", "F", "F", "I", "H", "H"],
  "positions_angstrom": [[1.12022, 1.30228, 0.71934], [-0.88090, -1.04888, -0.51861], [0.07649, 2.10569, 0.90458], [-0.53239, -1.68801, 0.65212], [-2.08814, -0.66229, -0.46208], [-0.18991, -1.67178, -2.34374], [1.33556, 1.12872, -0.31774], [1.15907, 0.53427, 1.36614]]
}


{
  "formula": "C2H2F3IO",
  "method": "wB97M-V/def2-TZVPD",
  "e_lumo_ev": 0.069,
  "de_lowest_kcal_mol": 8.0,
  "orbital_gap_ev": 9.922,
  "spin_multiplicity": 1,
  "e_homo_ev": -9.9,
  "species": ["O", "C", "I", "C", "F", "F", "F", "H", "H"],
  "positions_angstrom": [[0.24800, 0.03236, 1.09350], [-0.58642, 0.52103, 0.10187], [-2.63496, -0.42629, -0.00843], [-0.87206, 2.08585, 0.08288], [-1.52308, 2.42987, -0.98780], [-1.42456, 2.57816, 1.10045], [0.35557, 2.63000, -0.09421], [0.93388, -0.42990, 0.65310], [-0.08376, 0.30739, -0.92828]]
}